# C4H9NO2

A 2-piece molecular cluster, C4H9NO2 overall (ωB97M-V with the def2-TZVPD basis set, OMol25).

```
! wB97M-V def2-TZVPD RIJCOSX def2/J DEFGRID3
* xyz 0 1
N -1.92862 0.14804 -2.50720
C -1.30139 0.09718 -1.33035
O -1.04770 1.25586 -0.80810
C -0.31396 -1.14420 0.38540
C 0.12513 -0.09553 1.15955
C 1.55799 0.36428 1.10972
O 2.34415 -0.42222 2.01552
H -2.19116 1.01679 -2.97373
H -2.15631 -0.71571 -2.98089
H -1.23601 -1.67911 0.60774
H 0.35485 -1.64708 -0.31276
H -0.55353 0.97926 0.09941
H -0.44552 0.17796 2.05060
H 1.93033 0.26032 0.07250
H 1.62892 1.43571 1.37417
H 3.23284 -0.03154 2.03842
*
```

Values from the calculation:
**Relative energy (zero: lowest compared OMol25 entry of this formula, charge and spin)**: 381.48 kJ/mol
**Maximum force**: 0.9 eV/A
**Frontier orbital gap**: 9.0 eV

***

# C4H9NO2

A 2-piece molecular cluster, C4H9NO2 overall (ωB97M-V with the def2-TZVPD basis set, OMol25).

```
! wB97M-V def2-TZVPD RIJCOSX def2/J DEFGRID3
* xyz 0 1
C -1.18474 1.18067 -0.21262
C -1.48052 0.12414 0.81534
C -1.67341 -1.28113 0.45087
O -0.46718 -0.85154 1.08065
H -0.53676 1.95863 0.20102
H -2.12332 1.63470 -0.55323
H -0.65969 0.74996 -1.07031
H -1.96242 0.47176 1.73030
H -2.29615 -1.93051 1.06386
H -1.56942 -1.57334 -0.59448
H 2.72916 1.63083 -0.88076
N 2.08381 0.94731 -0.49205
C 2.56854 -0.22111 -0.59552
O 1.94225 -1.31340 -0.16715
H 3.53402 -0.48230 -1.03901
H 1.09582 -1.04466 0.26311
*
```

Values from the calculation:
**Relative energy (zero: lowest compared OMol25 entry of this formula, charge and spin)**: 224.46 kJ/mol
**Maximum force**: 0.4 eV/A
**SMILES**: C[C@H]1CO1.[H]/N=C/O
**Frontier orbital gap**: 11.1 eV

***

# C4H9NO2

A 3-piece molecular cluster, C4H9NO2 overall at a distorted geometry (ωB97M-V with the def2-TZVPD basis set, OMol25).

```
! wB97M-V def2-TZVPD RIJCOSX def2/J DEFGRID3
* xyz 0 1
C -1.73589 -1.62802 1.24753
C -1.25380 -0.29226 1.28895
N -0.80704 0.76210 1.13689
H -2.76456 -1.47882 1.32784
H -1.26416 -2.31009 1.94757
H -1.35451 -2.05411 0.32145
C 1.96049 -0.44279 -0.55694
C 0.62763 -0.24337 -1.34470
O -0.12651 -1.11388 -1.64390
H 1.68202 -0.95304 0.30959
H 2.45787 0.52163 -0.44062
H 2.54538 -0.99438 -1.26879
H 0.36462 0.65851 -1.87879
O 0.12846 3.49687 -0.33221
H 0.29783 2.90395 0.44919
H -0.75783 3.16769 -0.56306
*
```

Values from the calculation:
**Relative energy (zero: lowest compared OMol25 entry of this formula, charge and spin)**: 225.25 kJ/mol
**Maximum force**: 3.5 eV/A
**SMILES**: CC#N.CC=O.O
**Frontier orbital gap**: 10.5 eV

***

# C4H9NO2

An isolated molecule of C4H9NO2 at a distorted geometry (ωB97M-V with the def2-TZVPD basis set, OMol25).

```
! wB97M-V def2-TZVPD RIJCOSX def2/J DEFGRID3
* xyz 0 1
C -1.62222 -1.61388 1.20024
C -0.54969 -1.67206 0.12953
O 0.12512 -2.73049 0.01142
N 0.01602 -0.49345 -0.53117
C -0.00885 1.02035 -0.27854
C 1.42409 1.66082 -0.26359
O 1.96085 1.73597 -1.52893
H -1.14247 -1.53054 2.22391
H -2.01283 -2.60281 1.41241
H -2.28585 -0.74207 0.89404
H 0.85270 -0.71288 -1.06671
H -0.56853 1.23484 0.57721
H -0.75392 1.55197 -0.94466
H 1.20743 2.67394 0.10203
H 1.94806 0.83459 0.33486
H 1.41011 1.38569 -2.27204
*
```

Values from the calculation:
**Relative energy (zero: lowest compared OMol25 entry of this formula, charge and spin)**: 264.83 kJ/mol
**Maximum force**: 4.8 eV/A
**SMILES**: CC(=O)NCCO
**Frontier orbital gap**: 10.2 eV

***

# C4H9NO2

A 2-piece molecular cluster, C4H9NO2 overall (ωB97M-V with the def2-TZVPD basis set, OMol25).

```
! wB97M-V def2-TZVPD RIJCOSX def2/J DEFGRID3
* xyz 0 1
C -2.36968 -0.76407 -0.29490
C -0.92269 -0.38900 -0.62507
C -0.79846 1.06796 -0.98156
O 0.02848 1.83518 -0.53650
H -2.69792 -0.29551 0.63828
H -2.47021 -1.84665 -0.18093
H -3.05376 -0.44742 -1.09087
H -0.23785 -0.61705 0.19745
H -0.58895 -0.96088 -1.50363
H -1.54207 1.43586 -1.72018
N 2.23707 0.44262 0.86081
C 2.74944 -0.38517 -0.08187
O 3.64618 -1.18598 0.08905
H 2.67932 0.47202 1.76735
H 1.53652 1.12980 0.60559
H 2.23689 -0.26085 -1.05777
*
```

Values from the calculation:
**Relative energy (zero: lowest compared OMol25 entry of this formula, charge and spin)**: 98.29 kJ/mol
**Maximum force**: 0.5 eV/A
**SMILES**: CCC=O.NC=O
**Frontier orbital gap**: 10.4 eV

***

# C4H9NO2

An isolated ion of composition C4H9NO2 and charge +1 at a distorted geometry (ωB97M-V with the def2-TZVPD basis set, OMol25).

```
! wB97M-V def2-TZVPD RIJCOSX def2/J DEFGRID3
* xyz 1 2
O -1.18393 -0.29881 2.39039
C -0.71216 0.37958 1.54868
C 0.18404 -0.28002 0.44109
C 0.56412 0.63504 -0.73981
C 1.87624 0.20829 -1.37821
O -0.48091 0.67617 -1.66720
N -0.52332 -1.43597 0.01833
H -0.78219 1.47628 1.46252
H 1.05291 -0.61004 1.02219
H 0.70928 1.65182 -0.35828
H 2.15214 0.86721 -2.19038
H 2.62459 0.34328 -0.58922
H 1.92078 -0.84701 -1.63298
H -1.19886 1.29729 -1.50240
H -1.44348 -1.74513 -0.29892
H -0.08094 -1.72865 -0.88351
*
```

Values from the calculation:
**Relative energy (zero: lowest compared OMol25 entry of this formula, charge and spin)**: 271.27 kJ/mol
**Maximum force**: 4.0 eV/A
**⟨S²⟩**: 0.755
**Frontier orbital gap (alpha / beta)**: 11.1 / 6.2 eV

***

# C4H9NO2P

An isolated ion of composition C4H9NO2P and charge -1 at a distorted geometry (ωB97M-V with the def2-TZVPD basis set, OMol25).

```
! wB97M-V def2-TZVPD RIJCOSX def2/J DEFGRID3
* xyz -1 1
C -0.99946 2.61565 0.59341
N -1.45018 1.25215 0.31222
C -0.64524 0.38120 -0.08542
C -1.12389 -0.85493 -0.72967
P 1.51215 0.45844 -0.08994
C 1.75462 -1.23994 0.58218
O 2.00411 0.54701 -1.51747
O 2.05703 1.36575 0.92384
H -1.34391 2.90921 1.62856
H -1.35711 3.22002 -0.12926
H 0.10434 2.71285 0.56540
H -0.97328 -1.51302 0.05331
H -2.26557 -0.95362 -0.95990
H -0.46382 -1.07887 -1.60826
H 0.82837 -1.78046 0.43610
H 2.63919 -1.84381 0.11238
H 1.80443 -1.20883 1.68133
*
```

Values from the calculation:
**Relative energy (zero: lowest compared OMol25 entry of this formula, charge and spin)**: 104.39 kJ/mol
**Maximum force**: 4.9 eV/A
**SMILES**: C/N=C(/C)[P@@](C)(=O)[O-]
**Frontier orbital gap**: 8.0 eV

***

# C4H9NO2S

An isolated molecule of C4H9NO2S at a distorted geometry (ωB97M-V with the def2-TZVPD basis set, OMol25).

```
! wB97M-V def2-TZVPD RIJCOSX def2/J DEFGRID3
* xyz 0 1
O -2.31688 -0.86519 0.09876
C -1.57526 0.07700 -0.02536
C -0.11138 -0.11760 -0.43044
C 0.25732 -1.29448 -1.33084
S 0.59399 -0.75568 -3.03520
N 0.78220 -0.18547 0.75814
C 0.94778 1.03387 1.45441
O -0.25391 1.52789 2.05449
H -1.98794 1.09569 0.03538
H 0.16703 0.81752 -0.92436
H 1.16465 -1.71694 -0.91856
H -0.46901 -2.11687 -1.37124
H -0.58151 -0.85856 -3.75016
H 0.54964 -0.95954 1.36438
H 1.74441 0.84738 2.19773
H 1.25589 1.87572 0.80580
H -0.16701 1.59527 3.01707
*
```

Values from the calculation:
**Relative energy (zero: lowest compared OMol25 entry of this formula, charge and spin)**: 190.26 kJ/mol
**Maximum force**: 1.4 eV/A
**SMILES**: O=C[C@H](CS)NCO
**Frontier orbital gap**: 9.7 eV

***

# C4H9NO2S

A 2-piece molecular cluster, C4H9NO2S overall at a distorted geometry (ωB97M-V with the def2-TZVPD basis set, OMol25).

```
! wB97M-V def2-TZVPD RIJCOSX def2/J DEFGRID3
* xyz 0 1
C 0.52858 0.03995 1.70505
C 0.26608 0.27631 0.21038
C -0.90366 -0.63806 -0.30083
C -1.91320 -1.12064 0.71136
S -1.04404 -1.01641 -1.89966
H -0.27912 0.05942 2.31255
H 0.87659 -0.97213 1.80737
H 1.37916 0.69609 2.10777
H 1.02208 -0.07017 -0.35188
H 0.00002 1.23121 -0.14067
H -1.83202 -0.73153 1.70401
H -2.88878 -0.91778 0.33725
H -1.74969 -2.18734 0.69882
O 2.55008 2.46656 -1.96090
N 1.52535 1.92394 -1.97995
O 1.64230 0.70856 -2.58719
H 0.82028 0.25203 -2.37347
*
```

Values from the calculation:
**Relative energy (zero: lowest compared OMol25 entry of this formula, charge and spin)**: 437.09 kJ/mol
**Maximum force**: 4.7 eV/A
**SMILES**: CCC(C)=S.O=NO
**Frontier orbital gap**: 8.8 eV

***

# C4H9NO2S

An isolated molecule of C4H9NO2S at a distorted geometry (ωB97M-V with the def2-TZVPD basis set, OMol25).

```
! wB97M-V def2-TZVPD RIJCOSX def2/J DEFGRID3
* xyz 0 1
N 1.32077 0.92908 -1.11933
C 0.09275 0.44277 -0.50487
C 0.34932 -0.83518 0.41096
C 0.45192 -0.34568 1.87673
S -1.04324 0.12811 2.72908
C -0.77405 -0.09033 -1.61820
O -0.38780 -0.92877 -2.39019
O -1.96656 0.53181 -1.74960
H 2.03887 1.02182 -0.40592
H 1.68681 0.29853 -1.81788
H -0.33781 1.30388 0.00144
H -0.49085 -1.53316 0.37104
H 1.23164 -1.29307 -0.02239
H 0.91618 -1.11882 2.48968
H 1.15800 0.49010 1.80749
H -1.51862 1.04832 1.87769
H -2.72735 -0.04942 -1.93575
*
```

Values from the calculation:
**Relative energy (zero: lowest compared OMol25 entry of this formula, charge and spin)**: 88.73 kJ/mol
**Maximum force**: 2.3 eV/A
**SMILES**: N[C@H](CCS)C(=O)O
**Frontier orbital gap**: 10.0 eV

***

# C4H9NO2S

An isolated molecule of C4H9NO2S at a distorted geometry (ωB97M-V with the def2-TZVPD basis set, OMol25).

```
! wB97M-V def2-TZVPD RIJCOSX def2/J DEFGRID3
* xyz 0 1
C 0.55580 -1.03025 1.94021
O 0.41904 -1.12795 0.51591
C -0.09888 0.07830 0.00515
C 0.39999 0.54240 -1.40908
N 1.84464 1.04686 -1.27598
C -1.59900 -0.13010 0.05418
O -2.47499 0.93244 -0.08581
S -2.43360 -1.52771 0.39738
H 1.15016 -0.23270 2.24706
H -0.45022 -0.81438 2.46006
H 0.95818 -2.12500 2.15815
H 0.10802 0.92075 0.69185
H -0.20890 1.22745 -2.06753
H 0.49252 -0.49590 -1.99164
H 2.53445 0.09909 -1.45417
H 2.13895 1.97825 -2.03500
H -3.33618 0.65846 -0.15074
*
```

Values from the calculation:
**Relative energy (zero: lowest compared OMol25 entry of this formula, charge and spin)**: 416.45 kJ/mol
**Maximum force**: 6.5 eV/A
**SMILES**: CO[C@@H](CN)C(O)=S
**Frontier orbital gap**: 8.9 eV

***

# C4H9NO3

C4H9NO3 as an isolated structure at a distorted geometry (ωB97M-V with the def2-TZVPD basis set, OMol25).

```
! wB97M-V def2-TZVPD RIJCOSX def2/J DEFGRID3
* xyz 0 1
C 0.87645 1.35168 0.28177
C 0.71978 -0.03567 -0.34733
C 0.19931 -0.00201 -1.77611
C -0.24246 -0.65115 0.66452
N -1.06613 -1.66454 0.28727
O -1.12630 0.98188 0.61513
O 1.41725 1.45204 1.39504
O 0.23580 -0.77528 1.89646
H 0.85165 0.02150 2.02612
H -1.34795 1.24716 1.51675
H 0.77093 2.21590 -0.38528
H 1.66695 -0.58117 -0.28258
H -1.63085 -1.48915 -0.52882
H -1.55206 -2.11485 1.05011
H 0.07314 -1.00881 -2.17616
H 0.90813 0.52872 -2.41254
H -0.75364 0.52374 -1.82437
*
```

Values from the calculation:
**Relative energy (zero: lowest compared OMol25 entry of this formula, charge and spin)**: 189.71 kJ/mol
**Maximum force**: 1.3 eV/A
**Frontier orbital gap**: 10.6 eV

***

# C4H9NO3

An isolated molecule of C4H9NO3 at a distorted geometry (ωB97M-V with the def2-TZVPD basis set, OMol25).

```
! wB97M-V def2-TZVPD RIJCOSX def2/J DEFGRID3
* xyz 0 1
C 0.20048 -0.79134 1.45504
C 0.41615 -0.54980 -0.03382
O 1.12060 -1.61167 -0.62692
C -0.83240 -0.25065 -0.87644
N -1.74708 0.66169 -0.34929
C 1.17071 0.76137 -0.37850
O 2.36566 0.71335 -0.66829
O 0.63256 1.82848 0.29405
H -0.33039 0.02747 1.93704
H 1.17695 -0.86014 1.93163
H -0.34875 -1.72053 1.60023
H 2.01188 -1.25432 -0.80777
H -1.24046 -1.15734 -1.32516
H -0.04134 0.50495 -1.63882
H -2.59579 0.77561 -0.88729
H -1.90137 0.68127 0.65050
H -0.05742 2.24161 -0.27621
*
```

Values from the calculation:
**Relative energy (zero: lowest compared OMol25 entry of this formula, charge and spin)**: 279.62 kJ/mol
**Maximum force**: 5.5 eV/A
**SMILES**: C[C@@](O)(CN)C(=O)O
**Frontier orbital gap**: 9.9 eV

***

# C4H9NO3S

An isolated molecule of C4H9NO3S at a distorted geometry (ωB97M-V with the def2-TZVPD basis set, OMol25).

```
! wB97M-V def2-TZVPD RIJCOSX def2/J DEFGRID3
* xyz 0 1
C 0.35714 -0.94443 -1.66614
C 0.45469 0.28564 -0.77803
O -0.48357 1.27799 -1.02621
S 2.15444 0.96993 -0.60292
C -0.07355 -0.19453 0.94669
N 0.14475 0.89189 1.84681
C -1.56619 -0.64105 0.98062
O -1.92434 -1.45647 0.20781
O -2.22492 -0.02607 1.90295
H 0.31515 -1.82180 -1.07203
H 1.14022 -0.90127 -2.41082
H -0.64804 -0.77120 -2.29020
H -0.60048 1.21110 -2.05847
H 2.78481 -0.01446 -1.01616
H 0.62313 -1.03810 1.07715
H 0.06094 1.78322 1.28129
H 1.06580 0.80752 2.32375
H -1.57995 0.58208 2.35390
*
```

Values from the calculation:
**Relative energy (zero: lowest compared OMol25 entry of this formula, charge and spin)**: 82.21 kJ/mol
**Maximum force**: 4.6 eV/A
**SMILES**: C[C@](O)(S)[C@@H](N)C(=O)O
**Frontier orbital gap**: 9.6 eV

***

# C4H9NO4

A 2-piece molecular cluster, C4H9NO4 overall at a distorted geometry (ωB97M-V with the def2-TZVPD basis set, OMol25).

```
! wB97M-V def2-TZVPD RIJCOSX def2/J DEFGRID3
* xyz 0 1
C -1.69493 -1.14058 -0.56710
C -0.84866 -0.23855 0.21615
C -0.97123 1.26772 -0.19586
O -2.27354 1.65432 0.09286
C 0.65619 -0.59121 0.02125
O 1.26604 0.28360 0.77813
O 3.12277 -0.73303 0.94773
N 3.85497 0.28491 0.69687
O 5.09557 0.12037 0.83286
H -1.45497 -1.03558 -1.64026
H -1.49416 -2.18766 -0.26863
H -2.75444 -0.88120 -0.39077
H -1.02744 -0.32833 1.32083
H -0.22332 1.89215 0.34276
H -0.68014 1.30410 -1.25950
H -2.37985 2.60908 -0.23233
H 0.83110 -1.66550 0.36858
H 0.97602 -0.61461 -1.06359
*
```

Values from the calculation:
**Relative energy (zero: lowest compared OMol25 entry of this formula, charge and spin)**: 835.60 kJ/mol
**Maximum force**: 5.4 eV/A
**Frontier orbital gap (alpha / beta)**: 8.6 / 7.4 eV